Record 1
# C2H2Cl6F3V

A structure of composition C2H2Cl6F3V (ωB97M-V with the def2-TZVPD basis set, the Open Molecules 2025 dataset).

HOMO (spin up / spin down)	-9.842 / -11.425	eV
frontier orbital gap (spin up / spin down)	9.1542 / 5.4799	eV

Structure (ORCA input):
```
! RIJCOSX wB97M-V def2-TZVPD def2/J DEFGRID3
* xyz 0 5
V -0.517 -0.156 0.099
F -0.333 1.965 -0.403
F -2.463 0.563 0.852
F 0.180 -2.004 -0.647
C 1.298 0.281 4.027
Cl 0.794 1.334 5.448
Cl 2.848 0.903 3.381
Cl -0.030 -0.023 2.923
H 1.462 -0.691 4.492
C -0.511 -0.438 -3.984
Cl -1.363 -1.627 -5.088
Cl -1.519 -0.231 -2.519
Cl -0.228 1.121 -4.874
H 0.383 -0.998 -3.708
*
```



Record 2
# C2H2ClF3

A cluster of 2 separate species, C2H2ClF3 in total (ωB97M-V with the def2-TZVPD basis set, the Open Molecules 2025 dataset).

HOMO (spin up / spin down)	-8.774 / -8.614	eV
relative energy (zero: lowest compared OMol25 entry of this formula, charge and spin)	109.2	kcal/mol
frontier orbital gap (spin up / spin down)	9.2709 / 8.7263	eV

Structure (ORCA input):
```
! RIJCOSX wB97M-V def2-TZVPD def2/J DEFGRID3
* xyz 0 1
C -1.428 0.302 0.049
C 1.321 -0.426 -0.001
F -1.364 1.605 0.190
F 1.433 -1.183 1.109
F 1.265 -1.233 -1.086
Cl 2.162 1.031 -0.235
H -1.697 -0.297 0.993
H -1.691 0.201 -1.018
*
```



Record 3
# C2H2ClFNO2

A cluster of 2 separate species, C2H2ClFNO2 in total (ωB97M-V with the def2-TZVPD basis set, the Open Molecules 2025 dataset).

HOMO (spin up / spin down)	-4.603 / -4.310	eV
relative energy (zero: lowest compared OMol25 entry of this formula, charge and spin)	94.8	kcal/mol
frontier orbital gap (spin up / spin down)	7.8907 / 7.6862	eV

Structure (ORCA input):
```
! RIJCOSX wB97M-V def2-TZVPD def2/J DEFGRID3
* xyz -1 1
C -1.831 0.219 1.034
C 1.075 0.330 -0.642
N -1.229 -0.544 0.073
O -3.100 0.231 0.678
O -1.381 0.622 2.073
F 0.894 0.691 -1.950
Cl 2.467 -0.778 -0.661
H 1.263 1.085 0.155
H -1.728 -0.328 -0.778
*
```



Record 4
# C2H2ClFO2

A cluster of 2 separate species, C2H2ClFO2 in total (ωB97M-V with the def2-TZVPD basis set, the Open Molecules 2025 dataset).

HOMO (spin up / spin down)	-10.022 / -10.022	eV
relative energy (zero: lowest compared OMol25 entry of this formula, charge and spin)	58.9	kcal/mol
frontier orbital gap (spin up / spin down)	9.0151 / 9.0157	eV

Structure (ORCA input):
```
! RIJCOSX wB97M-V def2-TZVPD def2/J DEFGRID3
* xyz 0 1
C -1.390 -0.233 0.431
C 1.194 0.280 -0.377
O -1.671 0.266 -0.615
O -0.230 -0.626 0.824
F 1.389 1.419 0.287
Cl 2.411 -0.922 -0.433
H -2.297 -0.491 1.053
H 0.595 0.307 -1.171
*
```



Record 5
# C2H2ClFO2

A cluster of 2 separate species, C2H2ClFO2 in total (ωB97M-V with the def2-TZVPD basis set, the Open Molecules 2025 dataset).

HOMO (spin up / spin down)	-10.345 / -10.350	eV
relative energy (zero: lowest compared OMol25 entry of this formula, charge and spin)	79.1	kcal/mol
frontier orbital gap (spin up / spin down)	9.0285 / 9.0310	eV

Structure (ORCA input):
```
! RIJCOSX wB97M-V def2-TZVPD def2/J DEFGRID3
* xyz 0 1
C 1.027 0.348 0.183
C -0.432 0.156 0.043
O 1.602 1.377 0.331
O -0.944 -0.931 -0.541
F -1.064 1.302 -0.305
Cl 1.878 -1.183 0.052
H -1.176 -0.158 1.747
H -0.892 -0.912 -1.509
*
```



Record 6
# C2H2ClFOS

The molecule C2H2ClFOS (ωB97M-V with the def2-TZVPD basis set, the Open Molecules 2025 dataset).

HOMO	-10.072	eV
relative energy (zero: lowest compared OMol25 entry of this formula, charge and spin)	43.3	kcal/mol
SMILES	OC(=S)[C@@H](F)Cl
frontier orbital gap	8.4256	eV

Structure (ORCA input):
```
! RIJCOSX wB97M-V def2-TZVPD def2/J DEFGRID3
* xyz 0 1
O 0.704 -0.483 -1.436
C -0.469 -0.449 -0.552
S -2.011 -1.121 -0.740
C -0.140 0.212 0.671
F 0.882 -0.282 1.392
Cl 0.491 2.063 0.555
H 1.598 0.053 -1.072
H -1.056 0.007 1.182
*
```